No. 1
Formula: C40H110N10O10
Source: the Open Molecules 2025 dataset
Level of theory: ωB97M-V/def2-TZVPD

Positions of all 170 atoms, in Å:
C (0.6482, 8.0993, -2.0405)
C (1.3586, 6.7712, -2.2841)
C (0.4306, 5.5777, -2.7223)
O (1.1145, 4.3473, -3.1296)
C (0.2781, 3.2060, -3.2357)
N (2.3803, 6.9790, -3.2646)
H (0.1352, 8.6561, -2.8246)
H (1.3351, 8.7639, -1.5164)
H (-0.1007, 7.9148, -1.2704)
H (1.9101, 6.4684, -1.3940)
H (-0.0953, 5.8451, -3.6388)
H (-0.3065, 5.4739, -1.9260)
H (0.1323, 2.8178, -4.2437)
H (-0.7355, 3.4481, -2.9162)
H (0.7650, 2.4137, -2.6671)
H (2.8033, 6.0824, -3.4582)
H (1.9616, 7.2759, -4.1344)
C (4.4981, -2.2480, 2.2304)
C (3.4360, -3.0983, 1.4583)
C (2.0138, -2.9929, 1.8726)
O (1.8233, -3.2959, 3.2097)
C (0.5065, -2.8540, 3.6173)
N (3.5339, -2.7896, 0.0402)
H (5.4522, -2.0650, 1.7362)
H (4.6103, -2.7504, 3.1912)
H (4.1819, -1.2279, 2.4485)
H (3.7270, -4.1487, 1.4601)
H (1.4617, -3.7042, 1.2583)
H (1.5211, -2.0798, 1.5387)
H (0.5670, -2.1186, 4.4195)
H (-0.1927, -3.6237, 3.9442)
H (-0.0967, -2.3849, 2.8400)
H (4.3809, -3.2554, -0.2524)
H (2.7944, -3.2953, -0.4262)
C (5.0772, 1.9816, -4.0132)
C (5.6392, 0.7579, -3.2870)
C (4.7119, -0.4324, -3.5459)
O (3.2825, -0.1222, -3.4393)
C (2.8856, 0.4013, -2.1124)
N (6.9749, 0.5028, -3.7433)
H (4.0013, 2.1510, -3.9704)
H (5.1142, 1.7451, -5.0766)
H (5.6243, 2.8914, -3.7661)
H (5.5716, 0.9765, -2.2213)
H (4.9331, -1.2518, -2.8620)
H (4.7837, -0.9082, -4.5239)
H (2.0139, -0.1915, -1.8353)
H (2.4884, 1.4142, -2.1795)
H (3.4443, 0.1160, -1.2211)
H (7.2650, -0.4172, -3.4442)
H (7.0727, 0.4590, -4.7476)
C (-0.5256, -7.0705, -2.8554)
C (-0.4733, -5.7830, -2.0383)
C (-1.9264, -5.1442, -2.0125)
O (-2.3459, -4.6774, -3.3064)
C (-3.6635, -4.2150, -3.2954)
N (-0.2681, -6.0621, -0.6288)
H (-0.8427, -6.7507, -3.8480)
H (-1.3996, -7.6307, -2.5233)
H (0.3584, -7.6613, -3.0955)
H (0.3349, -5.1923, -2.4695)
H (-1.9224, -4.3026, -1.3197)
H (-2.5847, -5.9619, -1.7191)
H (-4.2386, -5.0296, -2.8552)
H (-3.9977, -3.8576, -4.2694)
H (-3.6292, -3.3433, -2.6418)
H (-0.6757, -5.3356, -0.0576)
H (-0.8455, -6.8175, -0.2879)
C (3.4512, 6.6617, -0.0731)
C (2.1662, 6.3646, 0.7714)
C (2.0288, 4.7860, 0.9504)
O (1.5874, 4.2251, -0.3432)
C (0.9108, 3.0335, -0.2813)
N (2.4267, 6.9407, 2.0681)
H (3.3443, 6.2587, -1.0802)
H (4.3568, 6.3215, 0.4291)
H (3.4258, 7.7482, -0.1562)
H (1.3445, 6.9976, 0.4365)
H (1.3759, 4.5364, 1.7866)
H (2.9418, 4.3497, 1.3556)
H (-0.0657, 3.0013, 0.2018)
H (1.4517, 2.2943, 0.3097)
H (0.5238, 2.6458, -1.2236)
H (2.4454, 7.9210, 1.8254)
H (1.6182, 6.6363, 2.5913)
C (1.2032, 3.1450, 3.9951)
C (-0.3042, 3.3447, 3.6924)
C (-0.6723, 2.5719, 2.2250)
O (-1.7663, 3.1580, 1.5616)
C (-2.3022, 2.3858, 0.4603)
N (-1.0626, 2.8112, 4.8293)
H (1.7347, 3.9132, 4.5567)
H (1.7673, 3.1570, 3.0625)
H (1.3248, 2.2190, 4.5570)
H (-0.6339, 4.3470, 3.4191)
H (-0.7314, 1.5121, 2.4729)
H (0.1728, 2.6060, 1.5375)
H (-2.4996, 1.4044, 0.8915)
H (-1.6740, 2.2787, -0.4240)
H (-3.1862, 2.9562, 0.1754)
H (-0.8059, 1.8611, 5.0565)
H (-2.0235, 2.8127, 4.5184)
C (-2.1322, -1.0906, 1.3131)
C (-1.4765, -1.5695, 0.0208)
C (-0.1465, -0.8420, -0.2026)
O (-0.2484, 0.5794, -0.4297)
C (0.3765, 1.0720, -1.5482)
N (-1.2767, -2.9892, 0.1816)
H (-1.6225, -1.5359, 2.1675)
H (-3.1011, -1.5899, 1.3215)
H (-2.3471, -0.0225, 1.2797)
H (-2.1339, -1.1965, -0.7646)
H (0.3601, -1.3258, -1.0377)
H (0.5651, -0.9586, 0.6148)
H (0.2572, 2.1448, -1.6999)
H (-0.0979, 0.6272, -2.4230)
H (1.4590, 0.9449, -1.5411)
H (-1.0861, -3.4399, -0.7020)
H (-2.0955, -3.5281, 0.4249)
C (-2.4870, -4.3332, 2.9962)
C (-2.6041, -5.2337, 1.7759)
C (-3.5242, -4.7113, 0.6809)
O (-3.3956, -3.2908, 0.5091)
C (-4.4690, -2.7647, -0.2955)
N (-1.3283, -5.3827, 1.0460)
H (-2.1069, -3.3713, 2.6522)
H (-1.7669, -4.7217, 3.7164)
H (-3.4697, -4.1124, 3.4127)
H (-3.0040, -6.2202, 2.0104)
H (-4.5558, -4.9081, 0.9729)
H (-3.3215, -5.2758, -0.2292)
H (-5.4508, -2.8289, 0.1736)
H (-4.4296, -3.1381, -1.3188)
H (-4.2111, -1.7072, -0.3533)
H (-0.7410, -4.5615, 1.0741)
H (-0.8112, -6.0077, 1.6478)
C (-5.0786, -1.2292, -3.5105)
C (-3.9225, -0.1964, -3.6050)
C (-2.5339, -0.7709, -3.0789)
O (-2.0795, -1.7608, -3.9987)
C (-0.9581, -2.5004, -3.5484)
N (-3.8670, 0.2804, -5.0124)
H (-5.1330, -1.5544, -2.4715)
H (-4.8354, -2.1211, -4.0879)
H (-6.0181, -0.7669, -3.8135)
H (-4.2597, 0.7662, -3.2207)
H (-2.6870, -1.3179, -2.1486)
H (-1.8652, 0.0859, -2.9957)
H (-0.0912, -1.8397, -3.5437)
H (-0.6342, -3.3532, -4.1449)
H (-1.0558, -2.8888, -2.5346)
H (-3.3239, 1.1207, -5.1503)
H (-3.3255, -0.4013, -5.5245)
C (-1.2505, 0.2504, 7.8504)
C (-0.4963, 0.1052, 6.5323)
C (-1.4498, -0.0839, 5.3773)
O (-0.6744, -0.5342, 4.2397)
C (-1.4508, -0.4527, 3.0282)
N (0.4570, 1.2088, 6.3943)
H (-1.7133, 1.2368, 7.8815)
H (-0.6016, 0.0911, 8.7116)
H (-1.9779, -0.5486, 7.9936)
H (0.0917, -0.8111, 6.5841)
H (-2.0285, 0.8066, 5.1317)
H (-2.1907, -0.8632, 5.5557)
H (-2.0104, 0.4667, 2.8562)
H (-2.1871, -1.2536, 3.0964)
H (-0.8429, -0.5033, 2.1249)
H (1.0939, 1.0177, 7.1545)
H (0.9778, 0.9508, 5.5683)

Results
Gap between HOMO and LUMO = 8.397 eV
Net charge = 0
ΔE to the lowest compared entry with this formula, charge and spin = 651.79 kcal per mole
LUMO = 0.333 eV



No. 2
Formula: C22H57N6O6
Source: the Open Molecules 2025 dataset
Level of theory: ωB97M-V/def2-TZVPD

Positions of all 91 atoms, in Å:
C (1.7950, -6.6859, 1.1606)
C (3.0171, -7.6230, 1.2385)
N (4.3287, -7.0714, 1.0062)
N (4.4325, -6.5029, -0.3300)
C (4.3827, -5.0920, -0.2565)
C (5.6417, -4.3680, 0.3040)
N (5.4407, -2.9815, 0.7556)
H (2.0628, -5.6893, 1.5169)
H (0.9718, -7.0599, 1.7795)
H (1.4330, -6.5829, 0.1366)
H (3.0242, -8.1273, 2.2163)
H (2.8935, -8.3991, 0.4749)
H (4.5304, -6.3847, 1.7361)
H (4.2305, -4.7174, -1.2844)
H (3.5360, -4.6611, 0.3569)
H (6.4077, -4.3658, -0.4772)
H (6.0449, -4.9506, 1.1357)
H (4.8698, -3.0010, 1.5928)
H (4.8876, -2.4875, 0.0640)
C (2.0464, 3.9639, -2.4269)
O (1.2058, 3.0369, -1.7812)
C (0.4537, 2.2083, -2.6682)
C (0.9306, 0.7794, -2.5919)
N (2.2608, 0.6372, -3.1627)
C (2.8481, -0.6881, -2.9731)
C (3.0822, -1.1612, -1.5466)
O (4.0577, -0.4107, -0.8456)
C (3.5912, 0.7206, -0.1487)
H (2.4851, 4.5935, -1.6540)
H (2.8552, 3.4768, -2.9832)
H (1.4842, 4.5969, -3.1229)
H (0.5369, 2.5892, -3.6910)
H (-0.5988, 2.2480, -2.3689)
H (0.2303, 0.1494, -3.1451)
H (0.8754, 0.4674, -1.5394)
H (2.8728, 1.3254, -2.7395)
H (3.8056, -0.7124, -3.4978)
H (2.1966, -1.4200, -3.4624)
H (3.4521, -2.1885, -1.5918)
H (2.1523, -1.1863, -0.9649)
H (2.5628, 0.5781, 0.2014)
H (3.6231, 1.6359, -0.7513)
H (4.2389, 0.8609, 0.7172)
C (-2.4117, 2.1271, 5.0182)
O (-2.2134, 1.7687, 3.6702)
C (-2.9352, 2.5548, 2.7315)
C (-1.9868, 3.3258, 1.8466)
N (-1.2691, 4.3400, 2.5956)
C (-0.2360, 5.0247, 1.8278)
C (0.9433, 4.1930, 1.3484)
O (1.7947, 3.7615, 2.3934)
C (1.4580, 2.5181, 2.9746)
H (-1.8612, 1.4089, 5.6228)
H (-2.0443, 3.1360, 5.2402)
H (-3.4715, 2.0804, 5.2924)
H (-3.6054, 3.2443, 3.2560)
H (-3.5427, 1.8860, 2.1163)
H (-2.5631, 3.8193, 1.0558)
H (-1.3234, 2.6002, 1.3586)
H (-0.8483, 3.9083, 3.4101)
H (0.1490, 5.8504, 2.4315)
H (-0.7124, 5.4680, 0.9458)
H (1.5551, 4.8246, 0.6989)
H (0.6314, 3.3370, 0.7431)
H (1.0087, 1.8444, 2.2380)
H (0.7626, 2.6206, 3.8149)
H (2.3780, 2.0662, 3.3442)
C (-5.9379, 2.5807, -0.4426)
O (-5.7487, 1.2927, 0.1011)
C (-6.5121, 0.2731, -0.5277)
C (-5.6171, -0.7397, -1.2012)
N (-4.9195, -0.1409, -2.3268)
C (-3.9146, -0.9874, -2.9610)
C (-2.7000, -1.4232, -2.1484)
O (-1.8399, -0.3648, -1.7625)
C (-2.1283, 0.2671, -0.5342)
H (-5.3611, 3.2738, 0.1667)
H (-5.5951, 2.6504, -1.4814)
H (-6.9917, 2.8777, -0.4094)
H (-7.1887, 0.7206, -1.2627)
H (-7.1127, -0.2259, 0.2379)
H (-6.2390, -1.5622, -1.5683)
H (-4.9437, -1.1555, -0.4379)
H (-4.4809, 0.7170, -2.0149)
H (-3.5468, -0.4555, -3.8417)
H (-4.4174, -1.8917, -3.3201)
H (-2.1002, -2.0830, -2.7796)
H (-2.9866, -1.9981, -1.2594)
H (-2.6015, -0.4233, 0.1706)
H (-2.7736, 1.1456, -0.6471)
H (-1.1784, 0.5949, -0.1128)

Results
Gap between HOMO and LUMO = 3.032 eV
Net charge = -1
LUMO = 1.932 eV